76
Properties=species:S:1:pos:R:3:forces:R:3 method="wB97M-V/def2-TZVPD" total_energy_ev=-134773.681 homo_ev="-0.39 / -1.17" multiplicity=2 s_squared=0.776 gap_ev="4.368 / 5.145" total_charge=-2
Ti 0.1645 -0.4304 -0.1228 -1.7 -0.7 -0.1
C 1.1967 -1.0751 4.0572 -0.1 0.2 0.0
C 1.4065 -0.8764 2.5838 0.0 -0.2 -0.3
N 0.3786 -1.2092 1.7290 0.0 -0.3 0.6
N -0.3732 -2.2909 2.2105 0.3 0.1 -0.2
C -0.6936 -3.1044 1.2696 0.1 0.0 0.1
S -0.3705 -2.8905 -0.4236 -0.3 0.4 0.3
S -1.3195 -4.6939 1.8379 -0.1 0.1 -0.2
C 0.2536 -5.2953 2.5315 0.0 0.1 -0.1
C 1.4112 -5.1551 1.5734 0.0 -0.1 0.1
C 1.4069 -5.8140 0.3456 0.0 -0.1 0.0
C 2.4810 -5.6989 -0.5221 0.0 0.0 0.1
C 3.5716 -4.9040 -0.1855 0.0 0.0 0.0
C 3.5724 -4.2166 1.0181 0.0 0.0 0.0
C 2.4963 -4.3501 1.8899 0.0 0.0 -0.1
C 2.6865 -0.5286 2.0755 -0.1 -0.2 0.2
C 3.7889 -0.2714 2.9316 0.1 0.0 0.0
C 5.0840 -0.1243 2.4570 -0.1 0.0 -0.1
C 5.3496 -0.2296 1.0953 -0.1 0.0 0.1
C 4.2761 -0.4350 0.2220 0.2 0.0 -0.1
C 2.9758 -0.5450 0.6725 -0.2 -0.1 -0.2
O 1.9850 -0.6622 -0.2210 1.3 0.4 0.3
H 0.1328 -1.0395 4.2811 0.0 0.0 0.0
H 1.7048 -0.2973 4.6317 0.0 0.0 0.0
H 1.5698 -2.0393 4.4137 0.1 -0.1 0.0
H 0.0763 -6.3472 2.7701 0.0 0.0 0.0
H 0.4418 -4.7452 3.4521 0.1 0.0 0.0
H 0.5332 -6.3905 0.0618 0.0 0.0 0.0
H 2.4572 -6.2121 -1.4765 0.0 0.0 0.0
H 4.4086 -4.8082 -0.8670 0.0 0.0 0.0
H 4.3951 -3.5599 1.2785 0.0 0.0 0.0
H 2.4920 -3.7956 2.8150 0.0 0.1 0.2
H 3.6200 -0.2136 3.9981 0.0 0.0 0.0
H 5.8923 0.0546 3.1570 0.0 0.0 0.0
H 6.3620 -0.1557 0.7165 0.0 0.0 0.0
H 4.4421 -0.5080 -0.8485 0.0 0.0 0.0
S -3.0410 4.5507 -1.1541 0.1 -0.2 -0.1
Sb -1.5692 3.0132 -2.0255 -0.2 0.4 0.0
S -2.2204 0.0228 0.3131 0.2 0.1 0.0
S -0.9356 1.6388 0.2454 -0.1 0.1 0.0
S 0.5164 4.1567 -2.2055 -0.7 0.8 1.0
C 2.1523 2.8224 -4.3101 0.6 -0.6 -0.8
N 2.7015 1.8545 -3.3077 -0.1 0.0 -0.3
C 3.7402 0.9438 -3.8397 -0.1 0.1 0.1
C 1.6393 1.1292 -2.5263 0.0 -0.2 -0.1
C 0.6615 0.2001 -3.2124 0.5 0.5 0.1
C 0.5263 0.0236 -4.5884 0.0 -0.1 -0.1
C -0.5590 -0.6758 -5.0995 -0.1 0.0 0.2
C -1.5185 -1.1557 -4.2182 0.1 0.1 0.0
C -1.3345 -1.0081 -2.8471 0.1 -0.1 -0.1
C -0.2218 -0.3678 -2.2854 -0.3 -0.6 -0.4
H 2.9794 3.4200 -4.6915 0.1 0.0 0.0
H 1.4139 3.4382 -3.7796 0.0 0.1 -0.1
H 1.6667 2.2823 -5.1131 0.1 -0.1 -0.1
H 3.1229 2.4443 -2.5882 0.0 0.1 0.0
H 3.2660 0.2357 -4.5118 0.0 0.0 0.0
H 4.1829 0.4002 -3.0084 0.0 0.0 0.0
H 4.4981 1.5211 -4.3661 0.0 0.0 0.0
H 1.0812 1.9618 -2.0763 0.1 -0.2 0.0
H 2.1611 0.6021 -1.7313 0.1 0.0 -0.1
H 1.2454 0.4205 -5.2959 0.0 0.0 0.1
H -0.6587 -0.8162 -6.1701 0.0 0.0 0.0
H -2.4020 -1.6602 -4.5942 0.0 0.0 0.0
H -2.0869 -1.4119 -2.1834 0.0 0.0 0.1
C 0.5720 2.5483 3.1294 0.0 0.0 0.0
C 1.6807 2.8645 2.1859 0.0 0.1 0.1
N 2.0045 2.2376 1.0883 0.3 0.0 -0.1
C 3.1280 2.8699 0.6096 -0.1 -0.1 -0.1
C 3.4855 3.9013 1.4168 -0.1 0.0 0.1
N 2.5512 3.8874 2.4320 0.0 0.0 0.0
H 0.9726 2.3675 4.1316 0.0 0.0 0.0
H 0.0398 1.6608 2.7955 0.1 0.0 0.0
H -0.1450 3.3705 3.1759 0.0 0.0 0.0
H 3.6224 2.5305 -0.2876 0.0 0.0 0.0
H 4.2862 4.6190 1.3718 0.0 0.0 0.0
H 2.4828 4.5379 3.1929 0.0 0.0 0.0

---

7
Properties=species:S:1:pos:R:3:forces:R:3 method="wB97M-V/def2-TZVPD" total_energy_ev=-11084.491 homo_ev="-8.01 / -8.01" gap_ev="5.489 / 5.488" total_charge=0
C -0.1515 -0.3895 -0.2558 0.3 0.6 0.7
N -1.0852 0.4260 -0.2286 1.4 2.4 1.1
N 0.8589 -0.9810 -0.0627 1.6 -0.7 0.2
N -2.2710 0.4542 -0.6617 -3.2 -3.4 -2.3
N 2.4993 -0.0258 0.7730 1.0 -2.9 0.6
O -3.0393 1.3660 -0.6864 1.1 1.5 0.9
O 3.1887 -0.8499 1.1222 -2.2 2.5 -1.1

---

15
Properties=species:S:1:pos:R:3:forces:R:3 method="wB97M-V/def2-TZVPD" total_energy_ev=-8836.395 homo_ev=-8.26 gap_ev=4.698 total_charge=0
C -0.5862 0.8449 0.1166 -0.4 0.6 3.2
C 0.4570 1.5077 0.8906 0.0 -0.6 -2.4
C 1.7497 0.9097 0.8419 1.5 -0.7 1.3
N 2.0320 -0.3055 0.5352 0.4 0.7 -0.5
O -2.0462 -0.7505 -0.9631 -0.4 -0.6 -0.6
H -0.5872 1.2013 -0.9111 0.1 -0.2 -0.5
H -0.4563 -0.2326 0.2131 0.3 0.3 -0.7
H -1.5869 1.0081 0.5185 -0.1 0.5 -0.3
H 2.5830 1.4565 1.2846 -0.1 0.3 0.0
H 0.4741 2.4818 1.3708 -0.7 0.0 0.2
H 0.3430 -2.5498 -1.1201 -0.1 0.0 0.1
H 1.3008 -0.8635 0.0564 -0.8 -0.4 0.2
H -2.6448 -1.1989 -1.5702 -0.1 0.1 0.2
H -1.0324 -1.5974 -0.7782 -0.1 0.8 -0.1
O 0.0002 -1.9117 -0.4849 0.6 -0.8 -0.1

---

12
Properties=species:S:1:pos:R:3:forces:R:3 method="wB97M-V/def2-TZVPD" total_energy_ev=-19611.832 homo_ev=-8.74 smiles="O=C(O)CNC=S" gap_ev=8.972 total_charge=0
O 1.6241 1.8819 -0.8662 0.2 1.9 -0.2
C 1.2678 0.8874 -0.3537 -0.6 -2.5 0.6
O 1.9959 -0.2712 -0.5022 2.3 1.0 -0.1
C -0.0569 0.6152 0.4174 -0.1 2.5 -1.9
N -0.4922 -0.7119 0.3082 0.4 -2.3 0.0
C -1.8084 -1.0740 0.1902 0.6 1.6 -1.0
S -2.9610 -0.1014 -0.5343 0.7 -1.1 1.2
H 2.9427 0.0309 -0.7991 -2.6 -0.8 0.5
H -0.0629 0.9472 1.4619 0.5 0.1 -0.2
H -0.7880 1.2684 -0.1354 0.6 -0.5 0.7
H 0.2765 -1.4143 0.2049 -1.4 0.6 0.7
H -1.9376 -2.0582 0.6084 -0.6 -0.5 -0.4